# 1
{"formula": "C6H9N3", "method": "ωB97M-V with the def2-TZVPD basis set", "homo_ev": -7.59, "smiles": "C1=C\\N=C/CNN\\C=C/1", "e_tot_ha": -398.11941, "mol_weight_da": 123.159, "homo_lumo_gap_ev": 8.52, "total_charge": 0, "species": ["C", "C", "N", "C", "C", "N", "N", "C", "C", "H", "H", "H", "H", "H", "H", "H", "H", "H"], "coordinates": [[0.620895, 1.649773, -0.165313], [-0.693724, 1.782534, -0.147909], [-1.774881, 1.186890, 0.548020], [-2.207912, 0.025632, 0.305064], [-1.292647, -0.976218, -0.432037], [-0.211477, -1.578745, 0.402050], [1.127101, -1.532721, -0.018304], [2.060208, -0.504648, 0.057563], [1.678684, 0.812967, 0.281281], [1.069061, 2.419282, -0.716061], [-1.117131, 2.639980, -0.611961], [-3.182530, -0.341262, 0.695725], [-1.796599, -1.964517, -0.611633], [-0.932490, -0.515988, -1.420204], [-0.442835, -1.306867, 1.373173], [1.283730, -2.436174, -0.444737], [3.107299, -0.651107, 0.242815], [2.705252, 1.291189, 0.662462]], "forces_ev_per_angstrom": [[-0.479, -0.051, 0.092], [-0.974, -0.619, 1.108], [-0.731, 0.149, -0.008], [1.558, -1.078, -0.145], [-0.620, -1.592, -1.399], [-0.268, 1.709, 0.652], [-0.221, -1.152, -0.491], [-3.192, 2.459, 1.588], [4.872, -2.373, 0.948], [0.440, 1.391, -0.843], [0.023, 0.723, -0.637], [0.730, 0.463, -0.019], [-0.637, 1.465, -0.749], [-0.253, -0.754, 1.521], [1.342, -0.095, -0.485], [0.871, 0.498, 0.125], [0.189, -1.111, -0.147], [-2.651, -0.032, -1.109]]}

# 2
{"formula": "C10H14BrN2O2", "method": "ωB97M-V with the def2-TZVPD basis set", "homo_ev": -13.21, "smiles": "Cc1c(C)[n+](=O)c2c(n1O)CCC[C@H]2Br", "e_tot_ha": -3223.06965, "mol_weight_da": 274.138, "homo_lumo_gap_ev": 8.52, "total_charge": 1, "species": ["C", "C", "C", "C", "N", "O", "C", "C", "N", "O", "C", "C", "C", "C", "Br", "H", "H", "H", "H", "H", "H", "H", "H", "H", "H", "H", "H", "H", "H"], "coordinates": [[1.456833, -2.869432, 0.804214], [0.907359, -1.557148, 0.583903], [1.824850, -0.478686, 0.485495], [3.255434, -0.535105, 0.821622], [1.381454, 0.783513, 0.090813], [2.197100, 1.773802, 0.108143], [0.058658, 0.946132, -0.176355], [-0.870149, -0.113327, -0.126521], [-0.343297, -1.305386, 0.214310], [-1.244145, -2.428659, 0.234119], [-2.281270, -0.010863, -0.541622], [-2.854428, 1.389376, -0.466804], [-1.816574, 2.336310, -1.119485], [-0.438137, 2.282339, -0.458112], [-0.362480, 3.185577, 1.384622], [1.877467, -3.212533, -0.226955], [0.793095, -3.712524, 1.140199], [2.238493, -2.792649, 1.465572], [3.548635, -0.118253, 1.782417], [3.818839, 0.237687, 0.183658], [3.721714, -1.549085, 0.582558], [-1.401990, -2.777159, -0.598062], [-2.224455, -0.432670, -1.608034], [-2.721358, -0.723780, 0.194252], [-3.871744, 1.565157, -0.936046], [-3.093484, 1.683470, 0.604441], [-1.672564, 2.178777, -2.156601], [-2.205494, 3.362401, -1.094503], [0.321638, 2.892720, -1.171238]], "forces_ev_per_angstrom": [[-1.253, -3.298, -2.433], [1.681, 2.706, -0.869], [-0.910, 0.187, 0.412], [2.345, -0.079, -1.916], [1.470, 0.254, 1.114], [-1.791, -1.697, -0.392], [-1.530, -0.746, -0.275], [2.801, 1.336, -0.072], [-2.584, -2.158, -0.784], [1.400, 2.282, 3.979], [-0.426, -1.524, -0.061], [-0.653, 1.295, 0.245], [-0.734, 0.894, 1.993], [1.357, 2.871, -1.315], [-0.276, -0.318, -1.187], [-0.492, 0.416, 1.700], [0.298, 1.269, -0.299], [1.873, -0.017, 1.451], [-0.439, -0.502, 0.527], [-1.000, -1.243, 0.401], [-0.651, 1.436, 0.716], [-0.030, -0.669, -3.297], [-0.792, 0.399, 1.326], [-0.624, 0.389, -1.113], [1.310, -0.833, 0.083], [0.841, -0.339, -1.081], [0.077, -0.746, -1.186], [0.281, -0.136, 0.272], [-1.550, -1.431, 2.061]]}

# 3
{"formula": "C22H29F7MoN6S3SbSi", "method": "ωB97M-V with the def2-TZVPD basis set", "homo_ev": [-7.32, -7.67], "e_tot_ha": -3675.97037, "multiplicity": 4, "s_squared": 3.778, "mol_weight_da": 852.489, "homo_lumo_gap_ev": [6.15, 5.92], "total_charge": 0, "species": ["Mo", "C", "S", "C", "S", "N", "N", "C", "C", "C", "C", "C", "C", "N", "H", "H", "H", "H", "H", "H", "H", "H", "C", "Si", "C", "C", "N", "C", "C", "C", "C", "C", "C", "F", "H", "H", "H", "H", "H", "H", "H", "H", "H", "H", "H", "H", "H", "F", "Sb", "F", "F", "F", "F", "F", "C", "N", "C", "C", "N", "C", "S", "H", "H", "H", "H", "H", "H", "C", "H", "H"], "coordinates": [[-0.776895, -0.959827, 0.097528], [-4.952849, -2.393415, 2.809191], [-4.517335, -3.550449, 1.496367], [-3.274046, -2.699927, 0.643543], [-2.971042, -1.019956, 0.935960], [-2.657988, -3.400420, -0.267070], [-1.698746, -2.671761, -0.885121], [-1.156709, -3.164898, -1.940513], [-0.218615, -2.289847, -2.605279], [0.348521, -2.569803, -3.841893], [1.081026, -1.586633, -4.478539], [1.205840, -0.344075, -3.871458], [0.636568, -0.144745, -2.629418], [-0.028221, -1.104208, -1.981628], [-5.634291, -2.944499, 3.454825], [-5.459682, -1.516919, 2.413933], [-4.068888, -2.101616, 3.371304], [-1.457121, -4.129496, -2.331264], [0.177572, -3.535061, -4.297834], [1.522679, -1.772837, -5.448354], [1.724064, 0.471238, -4.355571], [0.683575, 0.813873, -2.133095], [1.522562, 1.831145, 0.315556], [-0.317233, 2.312683, 0.206139], [-0.374482, 3.746769, -1.036727], [-0.850058, 2.926042, 1.882572], [-1.283083, 0.987823, -0.507336], [-2.519305, 1.323979, -1.070099], [-3.276497, 2.438924, -0.666838], [-4.499642, 2.763672, -1.228957], [-5.047473, 1.974212, -2.228678], [-4.341833, 0.860134, -2.651889], [-3.122507, 0.568780, -2.081872], [-2.478149, -0.532314, -2.562065], [2.134249, 2.668741, -0.044193], [1.763280, 0.955095, -0.291103], [1.822104, 1.582071, 1.335720], [-0.821014, 4.637034, -0.589061], [-0.952987, 3.510396, -1.932757], [0.635246, 4.016820, -1.355865], [-0.324924, 3.866776, 2.077922], [-0.578604, 2.224215, 2.670634], [-1.920083, 3.123430, 1.954412], [-2.896606, 3.055197, 0.132494], [-5.032521, 3.634110, -0.868920], [-6.006011, 2.213858, -2.668052], [-4.719704, 0.204340, -3.425466], [-0.089859, 0.023541, 1.588233], [0.798297, -0.843956, 3.987566], [-0.289335, -2.503149, 1.211017], [-1.079898, -0.457221, 4.402583], [1.321080, -0.814981, 5.854637], [1.068069, 1.052106, 3.950095], [2.751307, -0.648190, 2.729961], [5.150081, -1.988785, 2.026123], [5.048395, -0.686080, 1.370663], [5.522125, 0.492874, 1.882228], [5.192411, 1.477914, 1.014183], [4.518207, 0.870736, -0.013372], [4.417023, -0.440909, 0.224098], [3.609211, -1.602475, -0.803903], [5.989511, -1.954170, 2.713601], [5.321652, -2.751640, 1.271407], [4.215256, -2.145061, 2.560276], [6.024829, 0.534282, 2.830819], [5.353909, 2.538665, 1.053793], [4.032396, 1.333086, -0.765194], [2.205678, -1.778321, 0.181690], [1.656962, -2.700096, 0.039751], [2.240552, -1.286822, 1.168559]], "forces_ev_per_angstrom": [[-0.515, -0.210, -0.123], [-0.008, 0.003, -0.029], [-0.045, -0.023, 0.030], [0.048, 0.129, -0.007], [-0.117, -0.001, 0.182], [0.009, -0.037, -0.054], [0.063, -0.120, -0.102], [0.020, -0.020, 0.086], [-0.035, 0.070, 0.016], [-0.019, 0.001, 0.027], [0.009, 0.043, 0.018], [0.005, -0.020, -0.049], [0.047, 0.030, 0.094], [0.216, -0.104, -0.021], [0.000, 0.005, 0.008], [0.003, 0.004, 0.007], [0.000, 0.004, 0.015], [0.018, -0.002, 0.000], [-0.005, 0.002, -0.002], [-0.001, -0.004, 0.001], [0.009, -0.009, 0.005], [-0.025, -0.016, 0.042], [-0.073, 0.076, -0.063], [0.055, -0.173, -0.120], [-0.070, -0.037, -0.028], [0.027, 0.032, 0.024], [0.245, 0.082, 0.178], [-0.011, 0.042, -0.075], [0.051, -0.086, -0.020], [-0.010, -0.035, -0.034], [-0.009, 0.038, 0.034], [0.010, -0.035, -0.015], [-0.045, 0.029, -0.087], [-0.128, 0.104, -0.034], [-0.058, -0.007, 0.022], [-0.029, -0.071, -0.076], [-0.086, 0.017, 0.047], [-0.014, 0.018, -0.022], [-0.001, -0.011, 0.031], [0.003, 0.017, 0.019], [-0.018, 0.009, 0.030], [0.016, -0.033, -0.019], [0.003, 0.022, 0.011], [0.035, 0.059, 0.038], [0.007, 0.005, 0.005], [0.002, 0.000, 0.002], [0.007, -0.004, -0.001], [0.243, 0.015, 0.075], [-0.072, 0.074, 0.004], [0.111, 0.190, -0.147], [-0.029, 0.009, 0.013], [0.146, -0.044, -0.044], [0.003, 0.033, -0.094], [0.002, 0.034, 0.137], [-0.076, 0.066, -0.016], [0.216, -0.093, -0.212], [-0.059, 0.032, 0.052], [-0.049, -0.003, 0.028], [-0.006, -0.038, 0.026], [0.294, 0.011, -0.020], [-0.054, 0.302, 0.152], [0.005, -0.002, 0.009], [-0.014, -0.013, -0.001], [-0.013, -0.021, 0.045], [-0.013, -0.003, 0.005], [-0.002, 0.004, 0.000], [-0.010, 0.016, 0.026], [-0.059, -0.325, 0.091], [-0.012, 0.004, -0.066], [-0.137, -0.031, -0.059]]}

Q: Which formula does entry 2 have?
A: C10H14BrN2O2

What did the second record say?
{"formula": "C10H14BrN2O2", "method": "ωB97M-V with the def2-TZVPD basis set", "homo_ev": -13.21, "smiles": "Cc1c(C)[n+](=O)c2c(n1O)CCC[C@H]2Br", "e_tot_ha": -3223.06965, "mol_weight_da": 274.138, "homo_lumo_gap_ev": 8.52, "total_charge": 1, "species": ["C", "C", "C", "C", "N", "O", "C", "C", "N", "O", "C", "C", "C", "C", "Br", "H", "H", "H", "H", "H", "H", "H", "H", "H", "H", "H", "H", "H", "H"], "coordinates": [[1.456833, -2.869432, 0.804214], [0.907359, -1.557148, 0.583903], [1.824850, -0.478686, 0.485495], [3.255434, -0.535105, 0.821622], [1.381454, 0.783513, 0.090813], [2.197100, 1.773802, 0.108143], [0.058658, 0.946132, -0.176355], [-0.870149, -0.113327, -0.126521], [-0.343297, -1.305386, 0.214310], [-1.244145, -2.428659, 0.234119], [-2.281270, -0.010863, -0.541622], [-2.854428, 1.389376, -0.466804], [-1.816574, 2.336310, -1.119485], [-0.438137, 2.282339, -0.458112], [-0.362480, 3.185577, 1.384622], [1.877467, -3.212533, -0.226955], [0.793095, -3.712524, 1.140199], [2.238493, -2.792649, 1.465572], [3.548635, -0.118253, 1.782417], [3.818839, 0.237687, 0.183658], [3.721714, -1.549085, 0.582558], [-1.401990, -2.777159, -0.598062], [-2.224455, -0.432670, -1.608034], [-2.721358, -0.723780, 0.194252], [-3.871744, 1.565157, -0.936046], [-3.093484, 1.683470, 0.604441], [-1.672564, 2.178777, -2.156601], [-2.205494, 3.362401, -1.094503], [0.321638, 2.892720, -1.171238]], "forces_ev_per_angstrom": [[-1.253, -3.298, -2.433], [1.681, 2.706, -0.869], [-0.910, 0.187, 0.412], [2.345, -0.079, -1.916], [1.470, 0.254, 1.114], [-1.791, -1.697, -0.392], [-1.530, -0.746, -0.275], [2.801, 1.336, -0.072], [-2.584, -2.158, -0.784], [1.400, 2.282, 3.979], [-0.426, -1.524, -0.061], [-0.653, 1.295, 0.245], [-0.734, 0.894, 1.993], [1.357, 2.871, -1.315], [-0.276, -0.318, -1.187], [-0.492, 0.416, 1.700], [0.298, 1.269, -0.299], [1.873, -0.017, 1.451], [-0.439, -0.502, 0.527], [-1.000, -1.243, 0.401], [-0.651, 1.436, 0.716], [-0.030, -0.669, -3.297], [-0.792, 0.399, 1.326], [-0.624, 0.389, -1.113], [1.310, -0.833, 0.083], [0.841, -0.339, -1.081], [0.077, -0.746, -1.186], [0.281, -0.136, 0.272], [-1.550, -1.431, 2.061]]}